{
  "formula": "C35H26ClINOPPdTe",
  "method": "the ωB97M-V functional and the def2-TZVPD basis",
  "symbols": ["C", "H", "H", "H", "C", "C", "C", "H", "H", "H", "C", "C", "C", "C", "O", "C", "H", "C", "C", "H", "H", "C", "H", "C", "C", "C", "H", "C", "C", "C", "H", "H", "H", "C", "H", "C", "C", "C", "P", "H", "C", "C", "H", "C", "H", "C", "Pd", "C", "C", "H", "I", "H", "H", "Cl", "N", "C", "H", "H", "H", "C", "Te", "C", "C", "C", "H", "C", "C", "H"],
  "coordinates": [[-1.987, 0.609, 4.637], [-4.252, 2.050, 1.512], [5.949, 2.556, -0.693], [-1.289, -8.195, 1.610], [2.861, 3.634, 0.201], [-6.375, -2.423, 0.742], [-3.530, 4.114, -1.073], [-0.891, -6.930, -0.471], [-1.603, 1.428, -1.793], [-2.537, 0.704, 5.564], [-2.664, 0.379, 3.448], [4.189, 1.305, -0.626], [0.776, 4.625, 0.873], [-6.224, -1.408, -0.193], [2.154, 0.105, -0.500], [-5.336, -2.717, 1.615], [1.213, 0.670, 3.482], [2.111, 4.754, 0.626], [-3.798, 2.402, 0.593], [-3.343, -2.239, 2.233], [-0.076, 0.886, 5.570], [4.251, 3.652, -0.077], [2.611, 5.704, 0.759], [2.833, 1.202, -0.374], [-0.839, -6.427, 0.487], [-4.155, -1.992, 1.559], [-3.746, 0.299, 3.440], [4.890, 2.521, -0.482], [-1.925, 0.260, 2.274], [-2.623, 3.314, -1.749], [-5.444, -3.511, 2.342], [-1.008, -2.348, 1.844], [-1.182, -7.040, 3.798], [-0.533, 0.336, 2.263], [0.255, -4.802, -1.457], [0.132, 0.591, 3.456], [2.174, 2.417, 0.042], [-1.066, -7.137, 1.656], [-2.419, -0.060, 0.569], [0.562, -2.661, 2.578], [-2.879, 1.592, -0.076], [-0.597, 0.716, 4.636], [-3.784, 5.093, -1.461], [-4.011, -0.948, 0.646], [-0.622, -4.636, 3.897], [-0.109, -2.961, 1.776], [0.148, 0.108, 0.294], [-0.686, -5.141, 2.940], [-5.047, -0.674, -0.244], [0.179, 5.464, 1.203], [5.209, -0.389, -1.240], [-7.025, -1.185, -0.886], [-4.942, 0.121, -0.972], [5.155, 5.133, 0.109], [0.838, 2.319, 0.284], [-0.328, -4.255, -0.719], [-4.835, 4.275, 0.629], [-0.890, 3.229, 0.880], [-7.298, -2.986, 0.789], [0.169, 3.368, 0.690], [0.805, -2.540, -0.117], [-0.999, -6.490, 2.884], [-2.304, 2.055, -1.251], [-4.121, 3.656, 0.102], [-2.158, 3.665, -2.660], [-0.539, -5.069, 0.537], [-0.442, -4.428, 1.770], [-1.266, -3.947, -1.181]],
  "de_lowest_kcal_mol": 0.0,
  "multiplicity": 3,
  "e_lumo_ev": [0.2, -0.9],
  "homo_energy_ev": [-7.00, -7.29],
  "gap_ev": [7.2, 6.4]
}